81
Properties=species:S:1:pos:R:3:forces:R:3 method="wB97M-V/def2-TZVPD" e_tot_ha=-5373.4793 charge=+3 orbital_gap_ev="7.31 / 4.47" multiplicity=7 molar_mass_g_mol=712.48 e_homo_ev="-15.29 / -16.09"
H 0.916 1.740 3.964 -0.2 0.2 -0.2
H 0.417 0.697 -6.032 -0.1 0.2 0.1
C 1.920 -1.112 4.115 0.3 0.3 1.6
C -0.157 2.549 -6.987 -0.1 0.3 0.0
H -1.513 5.234 -5.375 0.1 -0.2 -0.2
Tb 0.559 -0.390 0.660 -1.6 -1.1 1.6
H 2.401 -1.899 4.710 -0.1 0.3 0.3
H -4.312 -3.055 -1.798 -0.3 -0.1 0.0
C -0.389 2.094 -4.619 0.2 -0.6 -0.1
H -0.270 1.425 -3.768 0.0 0.1 -0.3
C 4.029 0.618 -0.487 1.3 0.0 -0.5
H -1.405 -3.081 1.902 -0.5 1.0 -0.5
H 3.658 0.531 -1.514 0.1 0.1 0.2
P -0.480 1.511 2.018 0.7 0.5 0.3
H -0.236 3.076 3.668 0.4 0.1 0.3
H -2.967 -2.148 -2.485 0.2 0.2 -0.3
N -3.326 -2.909 1.250 -0.1 -0.1 -0.6
H 3.651 -3.021 2.766 0.3 0.0 -0.3
H 4.026 -1.527 1.860 -0.2 -0.2 0.1
C -4.275 -1.959 0.623 1.7 0.0 -0.4
H -3.966 -4.551 0.061 -0.3 -0.1 -0.1
H -1.481 0.187 3.757 -0.1 0.3 -0.2
H 1.144 -2.292 -1.200 -0.1 -0.4 0.1
C -0.703 3.828 -6.792 -0.2 0.3 0.3
H 1.426 0.724 -1.852 0.3 0.3 -0.2
H -0.455 -3.458 -0.219 0.1 0.0 0.1
H 3.348 3.318 -0.098 -0.4 0.4 -0.2
H -2.364 -4.741 0.756 0.3 -0.2 0.2
H 1.777 3.379 0.748 0.2 -0.1 -0.1
H 1.286 2.989 2.751 -0.2 -0.1 0.0
H 0.146 2.228 -7.984 -0.1 0.1 0.3
C 1.599 -1.329 -1.079 0.0 1.4 -3.0
C -2.066 -2.249 1.538 0.1 -1.6 1.1
C 0.820 -3.279 2.778 -0.9 -1.6 0.7
C -1.812 0.906 2.992 -1.4 -0.1 0.9
H -4.474 -1.145 1.314 -0.1 0.1 0.1
C -1.089 4.241 -5.527 -0.1 0.4 -0.3
H 4.464 2.184 1.897 0.2 -0.1 0.6
H 0.956 -0.853 4.577 0.2 -0.1 -0.1
H -5.191 -2.465 0.385 -0.4 -0.2 -0.2
H 3.243 -2.885 1.025 0.0 0.1 0.3
H 0.611 -3.837 1.852 0.2 0.2 0.3
H 4.807 1.384 -0.445 0.4 -0.2 -0.4
H 2.555 -0.217 4.126 -0.1 -0.3 -0.1
P 2.824 1.202 0.659 -2.1 -1.4 -0.1
H 2.666 -1.321 -1.073 0.5 0.0 0.0
C -3.047 -4.044 0.300 0.3 1.9 -0.2
C 2.387 2.805 0.044 0.5 1.3 -0.4
C -3.396 -2.533 -1.573 0.9 0.1 1.7
H -0.824 4.501 -7.637 0.0 -0.1 0.2
H -2.213 1.796 3.492 -0.3 -0.3 0.2
H -1.108 2.739 -1.978 -0.3 1.1 -0.7
H -2.620 0.440 2.412 0.3 0.3 0.2
N -1.391 -1.618 0.355 -1.5 -0.7 -0.7
N -2.433 -3.489 -0.937 0.2 0.6 0.1
H -2.635 0.140 0.369 0.0 -0.4 0.0
H -0.095 -0.254 -1.976 -0.5 -0.1 -0.3
H -1.909 2.334 0.262 0.1 0.0 0.4
H -2.175 -1.550 2.388 -0.1 -0.1 -0.7
Se -1.497 4.035 -2.715 0.8 -1.6 -0.8
C 3.699 1.441 2.149 1.2 0.9 1.1
H -1.694 3.445 1.650 0.0 0.1 -0.5
C -0.941 3.380 -4.405 -0.2 0.4 0.2
H 3.083 1.823 2.973 0.2 -0.1 -0.3
N -3.666 -1.400 -0.626 0.2 -0.1 0.0
C 0.867 -0.127 -1.521 2.0 -1.9 -1.7
C -0.005 1.690 -5.890 -0.1 -0.2 0.9
C 3.302 -2.339 1.979 0.9 -0.6 0.0
C -2.405 -0.705 -0.300 -1.4 -0.6 0.1
H 4.458 -0.353 -0.191 -0.1 0.4 0.0
H 4.190 0.522 2.483 0.0 0.2 -0.1
H -0.830 -2.362 -1.575 0.2 0.2 -0.2
C -1.177 2.739 0.979 -1.1 1.5 -0.7
H -2.000 -0.279 -1.214 0.2 -0.1 -0.2
C -1.175 -2.757 -0.632 -2.0 -0.9 0.0
C 0.484 2.395 3.193 0.2 1.0 1.2
H -0.424 3.288 0.399 -0.1 -0.2 0.3
H 1.461 -3.884 3.421 -0.2 -0.4 0.1
P 1.699 -1.798 2.523 0.6 0.7 -0.8
H 1.853 2.758 -0.917 0.3 -0.1 0.3
H -0.136 -3.105 3.298 0.5 -0.1 0.0

86
Properties=species:S:1:pos:R:3:forces:R:3 method="wB97M-V/def2-TZVPD" e_tot_ha=-2261.4069 charge=0 orbital_gap_ev=9.38 molar_mass_g_mol=563.71 e_homo_ev=-8.99
H -1.270 -0.244 -3.552 -0.1 -0.1 -0.1
H 1.451 1.881 -1.031 -0.1 -0.2 -0.2
H 2.059 -6.679 -0.483 0.0 0.0 0.0
H -6.698 -1.501 -0.970 0.0 0.1 -0.3
H 6.725 10.318 -0.493 0.1 0.0 0.0
H 0.307 8.950 -0.718 0.0 0.0 0.1
H -5.867 -0.990 3.778 -0.1 0.0 0.2
N -1.151 2.202 -1.223 0.0 1.5 -0.6
H 3.485 -9.953 3.815 0.1 0.0 0.0
H -4.758 -2.000 2.814 0.0 -0.2 0.2
H -6.643 -3.756 -1.423 0.0 -0.2 -0.2
C 1.221 2.931 -1.175 0.0 0.1 0.1
H -4.564 -0.250 2.830 0.0 0.2 0.2
H 5.058 9.264 -2.630 0.1 -0.1 -0.1
H -0.729 -0.349 -0.552 0.1 0.2 0.1
H 3.979 -9.152 2.295 0.0 0.0 0.0
H 1.897 -8.017 0.646 -0.1 0.0 0.1
C 2.291 6.657 0.507 0.0 0.1 0.1
H -2.350 -7.401 2.280 0.0 -0.1 0.0
C 3.752 6.475 0.165 0.1 0.0 0.1
C 1.597 -6.350 2.769 -0.1 0.1 0.1
H -3.181 1.800 -1.160 -0.1 -0.1 0.0
C -5.975 -2.030 -0.362 -0.6 0.0 0.5
H 2.986 8.038 -1.918 0.0 0.1 0.2
C -1.952 -7.022 1.339 0.0 -0.2 0.1
C 3.142 -9.613 2.831 -0.1 0.0 0.1
H -5.852 -4.127 0.084 0.2 -0.1 0.2
C 5.087 8.528 -1.815 -0.1 0.2 0.0
H 0.527 -6.531 2.885 0.0 -0.2 0.0
O 2.053 -8.726 2.944 0.1 0.1 -0.3
H 6.848 8.624 0.063 0.0 0.0 0.0
C 0.062 -7.013 0.104 -0.1 -0.2 0.0
H -0.096 -7.578 -0.824 0.0 0.1 -0.1
H 0.382 7.223 -1.104 -0.1 0.0 0.1
H -1.864 -5.935 1.412 0.0 0.0 -0.1
H -0.273 -5.984 -0.059 0.0 0.0 0.0
H -0.215 7.757 0.490 0.0 -0.1 -0.1
O -6.586 0.186 1.280 0.6 -1.3 0.3
C -5.287 -1.055 2.866 0.1 -0.3 -0.5
H 2.167 6.500 1.588 0.0 -0.2 0.0
C -6.173 -0.892 1.662 -0.9 1.4 -0.4
H 0.260 -0.091 -2.733 0.1 -0.1 0.0
H 2.218 -7.412 4.507 0.1 0.1 0.0
H -0.660 -2.411 -2.409 0.1 -0.1 -0.1
H -2.665 2.994 0.027 0.1 0.1 0.1
O 1.936 -6.083 1.419 0.1 0.1 0.0
C -0.803 0.130 -2.644 0.3 0.4 0.1
H 1.700 5.900 -0.019 0.0 0.0 0.0
H 1.560 3.264 -2.150 0.1 0.0 -0.2
O -4.644 -3.723 -1.584 0.1 0.3 0.1
C 1.540 -7.012 0.420 0.1 0.0 -0.1
O -2.628 -2.600 -1.947 -0.1 0.0 0.2
H 1.828 -5.423 3.300 0.0 0.0 0.0
H 2.804 -10.477 2.260 0.0 0.0 0.0
O 4.967 9.217 -0.583 0.0 -0.3 0.1
C -0.993 1.656 -2.595 -0.1 -0.7 0.2
O -0.597 4.372 -0.627 0.4 -1.4 -0.3
H -2.646 -7.273 0.531 0.0 0.1 0.0
O 4.029 6.375 -1.224 0.0 -0.1 0.0
H -0.948 -2.604 -0.695 -0.1 -0.2 0.1
C -2.533 2.655 -0.990 0.1 -0.7 -0.1
H -0.174 2.155 -3.104 0.1 0.0 0.0
H 3.474 -7.247 3.258 0.0 0.0 0.0
S -3.268 -3.497 -0.760 0.0 -0.3 -0.4
H -2.344 -0.305 -1.175 -0.2 0.1 0.0
H 6.040 7.990 -1.866 0.0 0.0 0.0
C -0.241 3.253 -0.994 -0.4 0.9 0.6
C -5.808 -3.482 -0.789 -0.6 0.1 -0.2
H 4.030 7.185 -3.048 0.0 0.0 0.0
H 4.369 7.238 0.643 -0.1 0.1 -0.1
C 3.955 7.547 -2.019 -0.1 0.0 -0.1
H 5.997 9.824 1.050 0.0 0.1 0.0
O -2.574 -4.760 -0.776 0.1 -0.1 0.2
C -1.328 -0.599 -1.423 0.0 -0.4 0.1
H -1.881 1.903 -3.170 -0.2 0.2 0.1
H 1.773 3.503 -0.439 0.1 0.1 0.1
H -2.822 3.438 -1.687 0.0 0.3 0.0
H 4.058 5.509 0.576 0.0 0.0 0.0
C -1.312 -2.114 -1.595 0.1 0.3 -0.2
O -0.692 -7.625 1.137 0.1 0.2 0.2
C 0.507 7.962 -0.307 0.0 0.1 0.0
O 1.829 7.957 0.188 0.1 0.0 -0.3
H -5.035 -1.486 -0.368 0.2 0.0 -0.2
C 2.410 -7.443 3.426 -0.1 -0.1 0.1
C 6.203 9.508 0.028 -0.1 0.1 0.0
O -6.482 -2.055 0.999 0.8 0.2 0.1

89
Properties=species:S:1:pos:R:3:forces:R:3 method="wB97M-V/def2-TZVPD" e_tot_ha=-2871.9286 charge=-1 orbital_gap_ev=6.76 molar_mass_g_mol=716.81 e_homo_ev=-4.21
O -2.829 3.251 3.226 -0.2 0.5 0.2
C 0.075 -3.496 -4.138 0.0 0.1 0.0
C 3.715 3.489 -6.389 0.0 0.0 0.0
H 4.316 1.405 -6.520 0.0 0.0 0.0
H 3.376 -0.906 4.020 0.0 0.0 0.0
C 3.396 2.002 -6.483 0.0 0.0 0.1
H -5.315 0.880 4.448 0.0 0.1 0.0
C 3.851 3.678 -4.878 0.0 0.0 -0.1
C 0.395 -2.580 -2.963 0.0 -0.1 0.0
H -0.864 0.335 4.283 -0.1 0.0 -0.1
O -0.255 1.543 1.247 0.3 -0.3 -0.4
H 2.786 1.748 -7.352 0.0 0.0 0.0
O -0.997 2.309 3.661 -0.2 0.2 -0.1
C 2.830 -2.938 3.624 0.2 0.1 0.0
H 0.762 -1.668 3.441 -0.1 0.0 0.0
C -6.820 -1.358 3.567 0.0 0.0 0.1
H -7.573 -1.976 3.078 0.0 0.0 0.0
I 3.903 2.648 -0.056 0.6 0.3 -0.3
H -5.286 -2.306 2.343 0.0 0.0 0.0
H 1.504 2.745 3.128 -0.1 -0.1 -0.1
N 1.424 -0.930 3.245 -0.1 0.0 -0.2
H 0.752 3.154 0.011 0.1 0.0 0.0
B 1.355 1.138 -1.053 0.6 -0.5 0.1
O -4.544 -0.736 3.454 -0.1 -0.1 -0.1
H 4.987 -2.664 3.732 0.0 0.0 -0.1
C 1.054 -0.268 2.037 0.4 0.8 0.5
H -0.938 -3.308 -4.501 0.0 0.0 0.0
H -1.226 -1.440 2.281 0.0 0.0 0.0
H -1.743 -2.640 0.422 0.0 0.0 -0.1
C 2.769 2.748 -4.351 0.0 0.0 0.1
H -1.633 1.083 -0.546 0.1 -0.1 0.0
H -4.858 1.191 2.769 0.1 -0.1 0.0
H 4.489 -4.018 2.695 0.1 0.1 -0.1
H 4.435 -4.164 4.448 0.0 -0.1 0.0
H 0.828 -3.289 -6.203 0.0 0.0 0.0
H 1.800 3.255 -4.300 0.0 0.0 0.0
H 0.129 4.483 2.961 -0.2 -0.1 0.0
C -1.788 0.010 -0.612 -0.3 0.2 -0.2
H 3.711 4.706 -4.548 0.0 0.0 0.0
H 4.608 3.762 -6.950 0.0 0.0 0.0
H 2.096 -1.075 -5.167 0.0 0.1 0.0
O 1.971 0.633 1.671 -0.1 -0.8 0.2
C 1.100 -3.038 -5.178 0.0 0.0 0.0
H 2.401 -3.077 4.621 -0.1 0.0 0.0
H -3.277 -2.469 1.261 0.0 0.0 0.0
C -1.562 -0.441 1.983 -0.1 -0.1 -0.3
N 0.489 4.248 2.047 0.3 0.0 0.1
H 0.682 1.384 -2.857 0.0 -0.3 -0.5
C 1.137 -1.534 -4.935 0.0 -0.1 0.0
C -2.368 -0.581 0.663 0.0 -0.4 -0.1
H -7.042 -1.331 4.636 0.0 0.0 0.0
C -0.363 1.028 3.605 0.1 -0.2 0.0
H 2.217 -3.485 2.905 -0.1 0.0 0.1
H 1.919 -0.301 -2.242 0.0 -0.2 -0.2
H -2.292 -0.167 2.739 0.0 0.1 0.1
H -3.339 -0.100 0.831 0.1 0.2 0.0
C 1.546 3.242 2.162 0.5 0.2 0.0
O 0.870 -1.359 -3.542 0.0 0.2 0.0
H 2.878 4.080 -6.769 0.0 0.0 0.0
C 4.269 -3.480 3.615 -0.2 0.1 0.2
O 2.676 1.671 -5.300 0.0 0.0 0.0
H -7.489 0.738 3.405 0.0 0.0 0.0
H -0.845 -0.453 -0.887 0.1 0.0 0.0
H 4.832 3.342 -4.538 0.0 0.0 0.0
H 0.635 1.203 3.991 0.0 0.0 0.0
H -5.098 -2.614 4.079 0.0 0.0 0.0
H -6.807 0.052 1.926 0.0 0.0 0.0
H 2.075 -3.481 -4.963 0.0 0.0 0.0
H -2.495 -0.162 -1.433 0.0 -0.1 0.0
C -0.320 0.465 2.123 -0.1 0.2 0.8
H 0.362 -1.018 -5.511 0.0 0.0 0.0
C -5.319 0.462 3.435 0.0 0.2 0.2
C -2.677 -2.070 0.440 0.2 0.0 0.2
P 1.336 2.027 0.705 -2.1 0.5 -0.1
H -3.205 -2.231 -0.502 -0.1 0.0 0.0
Cl 0.926 -1.694 0.716 0.0 -0.3 -0.3
H 0.881 5.093 1.660 0.0 0.1 -0.2
O 2.185 0.108 -1.409 -0.1 0.2 0.2
H -0.468 -2.360 -2.337 0.0 0.1 0.0
H 3.004 2.345 -3.367 0.0 0.0 0.0
C -6.728 0.064 3.015 0.1 -0.1 -0.1
H 1.182 -2.998 -2.328 0.0 0.0 0.0
C 2.786 -1.454 3.277 0.3 -0.1 0.0
N -2.371 2.237 3.583 0.3 -0.8 -0.2
H 2.527 3.706 2.088 0.1 -0.2 0.0
H 3.272 -1.290 2.313 -0.1 0.0 0.0
H 0.154 -4.550 -3.877 0.0 0.0 0.0
O 0.477 1.673 -1.973 0.0 0.5 0.6
C -5.401 -1.870 3.341 0.0 0.0 0.0